Entry 1:
The following is a DFT calculation (ωB97M-V/def2-TZVPD) of a structure of composition C17H26ClN2O2 in a non-equilibrium geometry.

Computed properties:
relative energy (zero: lowest compared OMol25 entry of this formula, charge and spin)	382.97	kcal/mol
highest occupied orbital energy	-11.61	eV
charge	+1
gap between HOMO and LUMO	8.49	eV

```
48
Properties=species:S:1:pos:R:3:mulliken_charge:R:1
C -4.710 -0.611 1.719 -0.9180
C -3.714 0.257 1.215 0.1409
C -3.702 0.946 -0.190 -0.8663
H -4.111 1.876 -0.169 0.5721
H -4.528 0.132 -0.962 0.2410
O -2.649 0.636 -0.752 -0.1809
C -1.677 1.465 -0.362 1.0218
C -1.668 2.637 0.292 -0.4175
C -0.619 3.479 0.524 -0.6542
C 0.629 3.247 -0.138 1.2656
C 0.597 2.487 -1.063 -2.1032
C -0.514 1.518 -1.377 0.2099
C -0.270 0.152 -2.421 -2.2838
N 0.248 -0.842 -1.680 0.2103
H 0.701 -1.482 -2.566 0.4767
C -0.887 -1.815 -0.972 -0.3027
C -0.148 -2.866 -0.009 -0.5050
H -1.007 -3.347 0.492 0.4804
C 0.639 -1.784 0.953 -0.9414
N 1.619 -1.065 0.566 1.3306
C 1.977 0.001 1.236 -0.8246
H 2.175 -0.279 2.476 0.3703
H 1.167 0.798 1.478 0.1702
C 3.153 0.820 0.920 -0.5572
O 4.314 0.096 0.281 -0.4572
C 4.056 -1.089 -0.364 -0.8985
H 3.688 -0.883 -1.336 0.3694
C 2.869 -1.792 0.190 -0.7026
H 3.089 -2.428 1.282 0.3841
H 2.622 -2.801 -0.396 0.2956
H 4.877 -1.613 -0.530 0.5386
H 2.890 1.231 -0.320 -0.0078
H 3.578 1.572 1.472 0.4718
H 0.947 -0.905 -0.875 0.0936
H 0.857 -2.619 1.819 0.1542
H -0.133 -0.983 1.495 0.3291
H 0.530 -3.397 -0.711 0.2389
H -1.541 -1.106 -0.349 0.0092
H -1.356 -2.312 -1.850 0.5407
H 0.285 0.786 -2.992 0.6399
H -1.187 0.061 -2.598 0.9195
H 1.398 2.270 -1.458 0.7774
Cl 1.849 4.289 0.146 -0.1786
H -0.677 4.098 1.381 0.4339
H -2.643 2.839 0.925 0.1988
H -2.921 0.542 1.863 0.3484
H -4.665 -1.109 2.680 0.3107
H -5.423 -1.105 1.034 0.2559
```

=====

Entry 2:
The following is a DFT calculation (ωB97M-V/def2-TZVPD) of a structure of composition C17H26F6NOPRu in a non-equilibrium geometry.

Computed properties:
2S+1	5
highest occupied orbital energy (spin up / spin down)	-15.36 / -15.35	eV
charge	+2
gap between HOMO and LUMO (spin up / spin down)	8.68 / 5.95	eV

```
53
Properties=species:S:1:pos:R:3:mulliken_charge:R:1
C 0.555 2.887 -2.442 -0.9262
C -0.732 2.482 -2.100 -0.9087
C -0.956 1.324 -1.333 1.7924
C 0.120 0.538 -0.899 0.2138
C 1.424 0.966 -1.196 0.6655
C 1.632 2.127 -1.974 -0.7460
C -2.362 0.898 -0.992 -0.9443
C -2.452 -0.599 -0.802 -1.3841
N -2.011 -1.287 -2.055 0.1624
Ru -0.134 -0.999 0.465 -1.3967
C 2.558 0.175 -0.604 -1.2712
P 1.903 -1.430 0.103 1.0484
H -1.587 3.070 -2.437 0.5234
H 2.650 2.450 -2.207 0.5313
H 0.718 3.790 -3.043 0.4491
H 2.994 0.724 0.249 0.4281
H 3.375 -0.005 -1.318 0.7240
H -2.680 1.366 -0.042 0.4641
H -3.080 1.218 -1.763 0.6179
H -1.920 -1.025 0.090 0.5762
C 3.181 -1.731 1.338 -1.1449
C 2.176 -2.629 -1.222 -1.4318
H -3.488 -0.935 -0.688 0.5345
C -3.022 -1.055 -3.167 -0.7939
C -1.728 -2.724 -1.694 -0.6251
H 0.535 -1.980 1.688 0.1800
H -3.038 -1.929 -3.817 0.3474
H -4.033 -0.845 -2.771 0.3448
H -2.696 -0.172 -3.763 0.3669
H -1.654 -3.372 -2.588 0.3373
H -0.786 -2.757 -1.075 0.1968
H -2.574 -3.058 -1.066 0.4064
H 3.240 -2.786 -1.400 0.4627
H 1.726 -3.568 -0.895 0.4012
H 1.690 -2.291 -2.139 0.3795
H 4.155 -1.947 0.891 0.4480
H 3.254 -0.868 2.005 0.3326
H 2.851 -2.591 1.921 0.4501
H -1.218 -0.851 -2.577 0.4082
C -1.189 0.781 3.637 -1.8233
C 0.089 1.140 2.875 0.2689
O 0.362 0.432 1.746 0.2935
C 0.080 2.688 2.470 0.6319
F -0.063 3.534 3.528 -0.2325
F 1.183 3.058 1.776 -0.2268
F -0.988 2.909 1.639 -0.2405
C 1.319 0.816 3.838 0.5119
F 1.304 1.477 5.030 -0.2256
F 1.282 -0.521 4.119 -0.2496
F 2.517 1.054 3.239 -0.2190
H -2.056 0.927 2.979 0.3876
H -1.295 1.401 4.544 0.4683
H -1.129 -0.281 3.898 0.4353
```

=====

Entry 3:
The following is a DFT calculation (ωB97M-V/def2-TZVPD) of a structure of composition C17H26FeN7O8P in a non-equilibrium geometry.

Computed properties:
relative energy (zero: lowest compared OMol25 entry of this formula, charge and spin)	96.35	kcal/mol
2S+1	2
highest occupied orbital energy (spin up / spin down)	-11.06 / -11.43	eV
charge	+1
gap between HOMO and LUMO (spin up / spin down)	8.00 / 8.39	eV

```
60
Properties=species:S:1:pos:R:3:mulliken_charge:R:1
Fe -0.363 0.049 0.456 1.7445
N 1.063 0.810 -2.171 -0.3804
N 2.154 1.627 -1.858 -0.2029
C 2.343 2.039 -0.592 0.2667
N 3.288 2.939 -0.344 -0.3671
N 1.543 1.492 0.318 0.0109
N 1.448 1.924 1.576 1.2598
O 2.212 2.740 2.076 -0.8733
O 0.504 1.411 2.180 -0.6475
H 1.276 0.264 -2.994 0.3209
H 0.222 1.363 -2.321 0.1490
H 2.653 2.093 -2.599 0.1724
H 3.824 3.367 -1.079 0.1818
H 3.382 3.246 0.614 0.2011
O -4.111 -1.546 1.176 -0.6927
C -2.947 -1.318 0.924 -0.0827
O -2.289 -0.241 1.142 -0.6009
C -2.122 -2.388 0.215 0.8163
C -2.570 -3.718 0.159 -0.8933
C -1.810 -4.640 -0.499 -0.7231
C -0.595 -4.242 -1.102 1.0400
C 0.246 -5.126 -1.816 -0.8437
C 1.419 -4.683 -2.358 -0.6718
C 1.807 -3.336 -2.213 -0.7823
C 1.005 -2.451 -1.550 0.2899
C -0.216 -2.882 -0.987 -0.2066
N -1.008 -1.981 -0.341 0.3962
H -3.511 -3.965 0.627 0.5639
H -2.122 -5.675 -0.570 0.4497
H -0.055 -6.160 -1.924 0.4255
H 2.060 -5.362 -2.903 0.3952
H 2.749 -3.007 -2.634 0.4364
H 1.267 -1.410 -1.414 0.0183
N 0.893 -1.024 4.154 -0.3478
C 1.319 -1.093 2.893 0.4395
O 0.538 -1.285 1.958 -0.5235
C 2.827 -0.968 2.705 -0.5042
C 3.231 -0.933 1.282 -1.5111
H -0.098 -1.020 4.340 0.2760
H 1.523 -0.833 4.913 0.2076
H 3.279 -1.834 3.214 0.4796
H 3.187 -0.088 3.248 0.4259
H 2.584 -1.382 0.546 0.6703
H 4.209 -0.577 0.995 0.3575
C -3.790 4.140 0.869 -0.7385
O -3.012 3.365 -0.051 -0.3285
P -1.770 2.449 0.450 0.0549
O -1.598 1.565 -0.968 0.0377
C -2.742 0.964 -1.609 -0.9106
O -0.491 3.435 0.181 -0.1518
C -0.456 4.413 -0.864 -0.7006
H -4.372 4.834 0.267 0.2576
H -3.158 4.705 1.556 0.3455
H -4.465 3.504 1.441 0.3193
H -2.397 0.535 -2.549 0.2814
H -3.501 1.716 -1.805 0.3092
H -3.167 0.178 -0.988 0.2987
H 0.149 5.246 -0.512 0.2606
H -1.458 4.768 -1.098 0.2984
H -0.011 3.989 -1.767 0.2269
```

=====

Entry 4:
The following is a DFT calculation (ωB97M-V/def2-TZVPD) of an isolated molecule of C17H26N2O3S in a non-equilibrium geometry.

Computed properties:
relative energy (zero: lowest compared OMol25 entry of this formula, charge and spin)	26.70	kcal/mol
highest occupied orbital energy	-8.74	eV
charge	0
structure (SMILES)	CCCCN(CC)S(=O)(=O)c1ccc2c(c1)CCCN2C(C)=O
gap between HOMO and LUMO	9.36	eV

```
49
Properties=species:S:1:pos:R:3:mulliken_charge:R:1
C -0.312 2.918 2.629 -1.5172
C -0.373 2.131 1.324 0.3177
C -0.083 2.997 0.097 -0.6352
C 1.399 3.320 -0.082 -1.0410
N 2.191 2.114 -0.237 0.2442
C 3.529 2.120 0.316 -0.6555
C 3.530 1.767 1.800 -0.9969
S 1.944 1.287 -1.670 1.3912
O 1.303 2.138 -2.634 -0.7058
O 3.166 0.631 -2.043 -0.7935
C 0.789 0.013 -1.175 -0.1219
C 1.176 -0.896 -0.209 -0.5643
C 0.293 -1.880 0.187 -0.4280
C -0.975 -1.977 -0.393 -0.4207
C -1.376 -1.027 -1.344 0.7141
C -0.471 -0.046 -1.729 -0.7077
C -2.763 -1.009 -1.927 -0.9047
C -3.589 -2.225 -1.517 -0.7543
C -3.276 -2.569 -0.065 -0.9200
N -1.878 -2.963 0.016 0.0978
C -1.604 -4.289 0.250 0.9494
C -0.223 -4.801 -0.081 -1.3250
O -2.470 -5.031 0.666 -0.6400
H -0.529 2.268 3.474 0.4018
H 0.674 3.349 2.780 0.2822
H -1.040 3.726 2.622 0.3625
H -1.369 1.696 1.221 0.3419
H 0.345 1.310 1.353 -0.0569
H -0.423 2.486 -0.803 0.1361
H -0.631 3.938 0.176 0.5333
H 1.775 3.860 0.788 0.5763
H 1.516 3.957 -0.967 0.3099
H 4.094 1.376 -0.247 0.3964
H 4.006 3.096 0.162 0.3882
H 3.054 0.804 1.963 0.2182
H 4.553 1.719 2.163 0.4424
H 2.993 2.515 2.378 0.2078
H 2.162 -0.822 0.221 0.5287
H 0.571 -2.565 0.971 0.4902
H -0.741 0.684 -2.477 0.5105
H -2.699 -0.939 -3.014 0.4164
H -3.258 -0.097 -1.577 0.3777
H -4.652 -2.022 -1.640 0.3958
H -3.333 -3.085 -2.140 0.3182
H -3.874 -3.410 0.288 0.4596
H -3.446 -1.704 0.582 0.3331
H 0.272 -4.203 -0.841 0.3922
H 0.392 -4.833 0.816 0.2751
H -0.337 -5.825 -0.431 0.3797
```

=====

Entry 5:
The following is a DFT calculation (ωB97M-V/def2-TZVPD) of an isolated molecule of C17H26N2O3S in a non-equilibrium geometry.

Computed properties:
relative energy (zero: lowest compared OMol25 entry of this formula, charge and spin)	20.41	kcal/mol
highest occupied orbital energy	-8.89	eV
charge	0
structure (SMILES)	CCCS(=O)(=O)N1CCC(C(=O)NCCc2ccccc2)CC1
gap between HOMO and LUMO	9.49	eV

```
49
Properties=species:S:1:pos:R:3:mulliken_charge:R:1
C -6.553 -0.114 0.033 -1.2886
C -5.119 -0.619 -0.079 -0.3677
C -4.102 0.501 0.034 -0.8222
S -2.444 -0.224 -0.093 1.1495
O -2.307 -0.787 -1.410 -0.6926
O -2.244 -1.086 1.035 -0.7100
N -1.483 1.132 0.069 0.1053
C -0.953 1.706 -1.150 -1.4922
C 0.562 1.538 -1.237 -0.4778
C 1.256 2.277 -0.079 0.5519
C 2.566 1.592 0.336 0.1816
O 2.886 1.434 1.495 -0.6591
N 3.369 1.245 -0.695 -0.0993
C 4.547 0.429 -0.499 -0.8538
C 4.319 -1.013 -0.982 -1.2270
C 3.048 -1.559 -0.392 0.8250
C 2.960 -1.818 0.970 -0.3853
C 1.766 -2.232 1.530 -0.5328
C 0.641 -2.395 0.738 -0.6135
C 0.722 -2.158 -0.624 -0.1061
C 1.920 -1.742 -1.182 -0.5654
C 0.323 2.371 1.136 -1.3852
C -0.582 1.150 1.213 -0.1585
H -6.712 0.373 0.993 0.3296
H -7.251 -0.942 -0.052 0.3753
H -6.770 0.601 -0.756 0.3276
H -4.913 -1.345 0.709 0.3217
H -4.970 -1.119 -1.038 0.3231
H -4.141 1.001 0.997 0.4270
H -4.190 1.224 -0.773 0.4120
H -1.222 2.769 -1.192 0.3379
H -1.435 1.187 -1.980 0.6829
H 0.901 1.916 -2.204 0.6189
H 0.779 0.470 -1.183 -0.0831
H 1.525 3.291 -0.396 0.3463
H 3.024 1.323 -1.637 0.2849
H 4.747 0.441 0.574 0.3962
H 5.393 0.878 -1.028 0.3903
H 5.176 -1.618 -0.680 0.3861
H 4.258 -1.027 -2.073 0.3754
H 3.829 -1.681 1.596 0.3830
H 1.709 -2.416 2.593 0.4058
H -0.302 -2.685 1.174 0.4418
H -0.157 -2.270 -1.241 0.4425
H 1.978 -1.557 -2.248 0.2583
H 0.934 2.415 2.039 0.5891
H -0.289 3.272 1.083 0.3585
H -1.201 1.178 2.113 0.5397
H 0.024 0.238 1.253 -0.0468
```